# 1
Here is a structure of composition C41H42F2MnN6O2S7 at a distorted geometry from the OMol25 dataset. Energies are from ωB97M-V/def2-TZVPD.

Summary:
**Largest force on an atom**: 0.0229 hartree/bohr
**Energy above the lowest of the compared OMol25 structures with the same formula, charge and spin**: 15.9 kcal per mole
**LUMO level (alpha / beta)**: -0.942 / -0.947 eV
**Gap between HOMO and LUMO (alpha / beta)**: 5.6 / 5.7 eV
**Calculated total energy**: -6204.64497 a.u.
**Multiplicity**: 6

Each line ends with the Löwdin spin population.
Positions of all 101 atoms, in Å:
Mn: -0.74048 0.34223 0.55762  4.668
F: 2.33744 2.74528 4.53644  0.000
C: 1.76094 2.83069 3.31363  0.001
C: 0.85876 1.86729 2.91223  0.014
C: 0.25880 1.91985 1.65213  0.032
C: 0.54047 3.05062 0.85400  0.013
C: 1.50013 3.96486 1.28169  0.001
F: 1.87887 5.01108 0.49595  0.000
C: 2.13812 3.88029 2.50116  0.006
C: -0.33746 3.28046 -0.34501  0.005
C: -0.41354 4.49379 -1.02752  0.001
C: -1.35882 4.65941 -2.02785  0.001
C: -2.21757 3.62233 -2.33060  0.001
C: -2.08526 2.44587 -1.61122  0.005
N: -1.17378 2.27267 -0.65499  0.032
H: 0.64561 1.06427 3.61113  0.001
H: 2.87716 4.60888 2.80298  0.000
H: 0.24873 5.30188 -0.77049  0.000
H: -1.42331 5.60259 -2.55692  0.000
H: -2.97565 3.70547 -3.09691  0.000
H: -2.73106 1.60081 -1.80356  0.001
C: -2.76290 3.58606 2.14675  0.000
C: -3.34955 2.23035 2.37144  0.004
N: -2.95685 1.12144 1.81554  0.027
C: -3.72894 0.05717 2.23672  0.002
C: -4.70587 0.36474 3.12392  0.000
S: -4.67941 2.03611 3.44663  0.003
C: -3.44394 -1.28563 1.71608  0.002
C: -4.14900 -2.40556 2.01195  0.000
S: -3.43779 -3.74398 1.24022  0.002
C: -2.23641 -2.73144 0.55576  0.003
N: -2.36173 -1.47512 0.87915  0.020
C: -1.18645 -3.31973 -0.31954  0.001
H: -1.95950 3.52205 1.42445  0.000
H: -2.36161 3.99163 3.07636  0.000
H: -3.52373 4.27302 1.77448  0.000
H: -5.42205 -0.29170 3.59010  0.000
H: -5.03088 -2.50359 2.62306  0.000
H: -1.07765 -4.38341 -0.11569  0.000
H: -0.23745 -2.81686 -0.13980  0.000
H: -1.45127 -3.16885 -1.36755  0.000
C: 1.42209 2.27464 -3.32614  0.000
C: 2.57044 1.56707 -2.59690  0.001
C: 3.65431 2.57560 -2.23374  0.000
C: 3.13945 0.48369 -3.50693  0.000
N: 2.15070 0.96477 -1.30731  0.002
N: 0.90163 0.27259 -1.35251  0.030
H: 1.82256 2.85833 -4.15709  0.000
H: 0.89329 2.95872 -2.65965  0.000
H: 0.69760 1.57298 -3.74933  0.000
H: 4.07552 3.02392 -3.13444  0.000
H: 4.46275 2.09107 -1.68059  0.000
H: 3.24544 3.38072 -1.61472  0.000
H: 3.41161 0.90990 -4.47420  0.000
H: 2.39784 -0.29859 -3.69173  0.000
H: 4.03446 0.03447 -3.07200  0.000
H: 2.03321 1.70005 -0.61585  0.000
H: 1.06897 -0.71407 -1.53629  0.001
H: 0.31451 0.61004 -2.11218  0.000
C: -2.06197 -1.14893 -6.12898  0.000
S: -2.94936 0.31275 -5.54514  0.000
C: -3.82077 -0.35923 -4.18511  0.003
C: -3.29439 -0.74721 -2.99778  0.002
S: -1.66665 -0.75087 -2.43502  0.014
S: -4.49713 -1.30997 -1.85350  0.000
C: -5.92537 -1.11571 -2.80251  0.000
S: -7.44242 -1.47289 -2.26318  0.000
S: -5.55741 -0.52095 -4.36721  0.001
H: -1.39850 -0.81164 -6.92507  0.000
H: -2.75496 -1.88921 -6.52360  0.000
H: -1.47452 -1.56308 -5.31066  0.000
C: 2.38543 -4.51473 3.06850  0.000
O: 2.62200 -3.35367 2.28338  0.001
C: 2.44394 -3.41248 0.94254  0.001
C: 2.05402 -4.56207 0.25830  0.000
C: 1.97484 -4.58066 -1.12659  0.002
C: 2.29717 -3.44457 -1.85155  0.000
C: 2.66880 -2.29949 -1.17015  0.001
C: 2.71467 -2.24904 0.21527  0.000
N: 3.17211 -1.03426 0.78685  0.013
C: 3.12392 -0.59080 2.04131  0.017
C: 2.19717 -0.96948 3.00142  0.004
C: 2.56112 -0.93362 4.38180  0.003
C: 1.71946 -1.39842 5.33683  0.000
C: 0.43079 -1.88216 4.94920  0.003
C: 0.00118 -1.83741 3.66253  0.000
C: 0.84939 -1.32303 2.61817  0.015
O: 0.39316 -1.06123 1.47481  0.034
H: 2.60438 -4.22584 4.09166  0.000
H: 3.03862 -5.33408 2.76399  0.000
H: 1.34208 -4.82748 3.00097  0.000
H: 1.82377 -5.45783 0.81304  0.000
H: 1.66868 -5.48768 -1.63082  0.000
H: 2.26529 -3.44193 -2.93231  0.000
H: 2.95743 -1.41241 -1.72028  0.000
H: 3.51180 -0.36925 0.09766  0.000
H: 3.88370 0.15178 2.28707  0.001
H: 3.54268 -0.56030 4.65255  0.000
H: 2.01445 -1.39787 6.37672  0.000
H: -0.23843 -2.26257 5.71267  0.000
H: -1.00168 -2.14370 3.38992  0.000

***

# 2
Here is the molecule C8H10ClN at a distorted geometry from the OMol25 dataset. Energies are from ωB97M-V/def2-TZVPD.

Summary:
**Largest force on an atom**: 0.0890 hartree/bohr
**Energy above the lowest of the compared OMol25 structures with the same formula, charge and spin**: 124.7 kcal per mole
**LUMO level**: 0.822 eV
**Gap between HOMO and LUMO**: 9.6 eV
**SMILES**: CC1([C@@H](Cl)CC=C=N)C=C1
**Calculated total energy**: -825.61129 a.u.
**Multiplicity**: 1

Each line ends with the Löwdin charge.
Positions of all 20 atoms, in Å:
C: -0.62402 1.51182 1.26558  -0.052
C: -0.89702 0.72357 0.05821  -0.569
C: -0.80057 -0.68519 0.36424  -0.607
Cl: -2.47130 -1.34378 0.73384  0.593
C: -0.26227 -1.54672 -0.89546  -0.205
C: 1.22720 -1.79931 -0.83116  -0.118
C: 2.00683 -1.29084 0.06466  -0.236
N: 2.74175 -1.03593 1.01783  0.129
C: -1.85875 1.24707 -1.04235  0.055
C: -0.58023 1.20669 -1.30584  -0.017
H: -1.31066 2.38512 1.40277  0.107
H: 0.34633 1.91332 1.17092  0.069
H: -0.63396 0.89857 2.12653  0.062
H: -0.11166 -0.94880 1.27656  0.135
H: -0.76425 -2.50566 -0.81473  0.079
H: -0.51676 -0.94509 -1.82560  0.109
H: 1.63253 -2.38690 -1.68946  0.125
H: 3.32656 -0.13465 1.16902  0.113
H: -2.84034 1.43641 -1.41260  0.096
H: 0.24306 1.16062 -2.05992  0.131

***

# 3
Here is a structure of composition C16H42KN6O4P2 at a distorted geometry from the OMol25 dataset. Energies are from ωB97M-V/def2-TZVPD.

Summary:
**Net charge**: +1
**Largest force on an atom**: 0.0650 hartree/bohr
**Energy above the lowest of the compared OMol25 structures with the same formula, charge and spin**: 60.6 kcal per mole
**LUMO level**: -3.827 eV
**Gap between HOMO and LUMO**: 6.0 eV
**Calculated total energy**: -2546.83018 a.u.
**Multiplicity**: 1

Each line ends with the Löwdin charge.
Positions of all 71 atoms, in Å:
K: -4.97619 1.19152 1.12801  0.982
O: -0.28161 3.19638 2.86035  -0.291
P: 0.86844 3.33593 3.74286  0.540
N: 0.90809 4.81845 4.67452  -0.299
C: 0.43326 6.04371 4.04586  -0.124
C: 1.84654 5.03257 5.76894  -0.134
N: 2.40495 3.30091 2.97159  -0.310
C: 2.59736 3.86648 1.65071  -0.121
C: 3.62105 3.20943 3.77278  -0.116
N: 0.94214 2.16267 4.89772  -0.301
C: -0.01063 2.25227 6.04207  -0.101
C: 1.11574 0.76592 4.42173  -0.099
H: -0.47512 5.73443 3.52885  0.067
H: 1.09580 6.42774 3.27018  0.068
H: 0.22938 6.91351 4.67034  0.082
H: 1.89888 4.13733 6.38852  0.066
H: 1.51606 5.81039 6.45732  0.085
H: 2.85055 5.27043 5.41753  0.072
H: 3.55621 3.61484 1.19752  0.081
H: 1.82582 3.59051 0.93192  0.078
H: 2.63346 4.95199 1.74281  0.072
H: 3.39173 3.24598 4.83776  0.055
H: 4.06995 2.22726 3.62475  0.080
H: 4.26977 4.03400 3.47723  0.088
H: -0.33251 3.24843 6.34564  0.078
H: -0.92126 1.66285 5.93519  0.072
H: 0.50781 1.72065 6.84001  0.082
H: 1.75419 0.64707 3.54632  0.077
H: 0.13515 0.34366 4.20208  0.077
H: 1.64586 0.14876 5.14712  0.082
O: -2.32548 -3.40133 -0.46028  -0.341
P: -1.35212 -4.21756 -1.27840  0.622
N: -2.22633 -5.08983 -2.51469  -0.322
C: -2.74933 -4.29834 -3.65250  -0.103
C: -2.99974 -6.25837 -2.18868  -0.127
N: -0.42935 -5.38690 -0.50370  -0.326
C: 0.38399 -6.42673 -1.17647  -0.102
C: -0.33061 -5.31382 0.96032  -0.098
N: -0.12953 -3.25371 -2.04851  -0.326
C: 0.53910 -2.04459 -1.42265  -0.068
C: 0.65859 -3.74297 -3.11872  -0.165
H: -3.53406 -3.73613 -3.14632  0.076
H: -3.08261 -4.92122 -4.48259  0.085
H: -2.07040 -3.49704 -3.94421  0.064
H: -2.42328 -7.09213 -1.78787  0.071
H: -3.51618 -6.57415 -3.09514  0.082
H: -3.73744 -6.04634 -1.41477  0.079
H: 0.10283 -6.60829 -2.21381  0.079
H: 1.44052 -6.19429 -1.04296  0.077
H: 0.20462 -7.34039 -0.60977  0.077
H: 0.70778 -5.13614 1.24009  0.078
H: -0.97203 -4.47590 1.23341  0.063
H: -0.62093 -6.29124 1.34561  0.080
H: 0.55975 -1.26917 -2.18843  0.076
H: -0.01934 -1.81802 -0.51440  0.067
H: 1.53551 -2.36919 -1.12282  0.077
H: 1.38392 -4.42955 -2.68213  0.072
H: 1.05425 -2.86182 -3.62382  0.083
H: 0.14041 -4.21390 -3.95407  0.076
O: -2.95247 1.59961 -4.35385  0.061
C: -2.17403 2.02003 -5.21932  -0.444
O: -2.05702 1.33841 -6.36803  0.035
C: -1.00207 1.86156 -7.15982  -0.177
C: -0.84737 3.29401 -6.72976  -0.161
C: -1.28332 3.27301 -5.24796  -0.055
H: -1.25239 1.76406 -8.21619  0.132
H: -0.06696 1.33416 -6.97136  0.127
H: -1.53704 3.90292 -7.31431  0.119
H: 0.18193 3.61502 -6.88978  0.119
H: -1.88226 4.17181 -5.10128  0.121
H: -0.44019 3.22862 -4.55858  0.125

***

# 4
Here is a cluster of 6 separate species, C46H84ClN2O11PS2 in total at a distorted geometry from the OMol25 dataset. Energies are from ωB97M-V/def2-TZVPD.

Summary:
**Largest force on an atom**: 0.1623 hartree/bohr
**LUMO level**: -0.887 eV
**Gap between HOMO and LUMO**: 7.4 eV
**SMILES**: C=CC(=O)OCCCCCCN[C@@](C)([C@@](Cl)(Cc1ccccc1)O[C@](CC(=O)c1ccccc1)(NCC)[PH2]=S)S(C)(=O)=O.CC(C)O.CC(C)O.CC(C)O.CC(C)O.CC(C)O
**Calculated total energy**: -4337.09564 a.u.
**Multiplicity**: 1

Each line ends with the Löwdin charge.
Positions of all 147 atoms, in Å:
C: -4.24787 -8.92235 2.60973  0.021
C: -3.37475 -9.76147 1.70502  -0.044
C: -3.22003 -9.31448 0.13330  -0.264
O: -4.25525 -8.70646 -0.45282  -0.041
O: -2.02554 -9.58256 -0.70090  -0.112
C: -0.83404 -8.88325 -0.14236  -0.177
C: -0.20100 -7.77407 -1.22006  -0.158
C: 0.56226 -6.55891 -0.42626  -0.226
C: 2.01518 -6.18048 -1.08491  -0.220
C: 2.50637 -4.76625 -0.33888  -0.177
C: 1.77846 -3.44268 -1.05986  -0.218
N: 2.69503 -2.52603 -1.76755  -0.055
C: 3.33627 -1.41895 -1.01836  -0.461
C: 4.87134 -1.32749 -1.70022  -0.119
C: 2.51567 0.01593 -1.32606  -0.584
Cl: 3.89427 1.31367 -1.27422  0.692
C: 2.09244 -0.04943 -2.89614  -0.176
C: 0.61465 -0.58259 -3.28678  -0.135
C: 0.15930 -0.32125 -4.87820  -0.031
C: -1.31041 -0.73736 -5.47353  -0.074
C: -2.42967 -1.44080 -4.49279  -0.071
C: -2.02545 -1.75141 -2.92609  -0.031
C: -0.51534 -1.30708 -2.36340  -0.028
O: 1.49867 0.14452 -0.33291  -0.173
C: 1.01688 1.47610 0.01509  -0.564
C: 0.70457 2.51022 -1.18050  -0.090
C: -0.35442 3.72256 -0.92691  -0.220
O: -1.70152 3.55768 -1.05987  -0.088
C: 0.06243 5.30988 -0.59419  -0.088
C: -0.99305 6.17991 0.33151  0.009
C: -0.70072 7.76616 0.67517  -0.036
C: 0.67908 8.46095 0.06633  -0.066
C: 1.72644 7.57275 -0.85268  -0.050
C: 1.43297 5.98256 -1.19693  -0.019
N: 1.84994 1.96099 1.17334  -0.064
C: 2.38142 3.35098 1.05355  -0.263
C: 3.57701 3.48249 2.22064  -0.086
P: -0.70069 1.09266 0.87921  0.479
S: -0.43510 0.23884 2.65348  0.075
S: 3.73045 -1.68740 0.78636  0.803
C: 2.31184 -1.97613 1.94479  -0.198
O: 4.77117 -2.87093 0.89945  -0.399
O: 4.52452 -0.45553 1.37912  -0.425
H: -3.95911 -8.75347 3.73256  0.083
H: -5.26814 -8.48581 2.17815  0.098
H: -2.89052 -10.71418 2.19963  0.113
H: -0.01220 -9.72573 0.01203  0.140
H: -1.08971 -8.32775 0.85604  0.124
H: -1.15367 -7.28418 -1.74278  0.130
H: 0.52840 -8.28239 -2.00681  0.125
H: -0.08181 -5.58662 -0.33027  0.110
H: 0.78957 -6.95366 0.67557  0.121
H: 2.01157 -6.05680 -2.25455  0.115
H: 2.81732 -7.03245 -0.85272  0.122
H: 2.34315 -4.79958 0.81946  0.099
H: 3.65544 -4.66296 -0.63500  0.111
H: 1.08263 -3.94462 -1.89469  0.133
H: 1.02809 -2.97635 -0.29581  0.102
H: 3.23505 -2.92597 -2.55562  0.136
H: 4.86531 -0.87560 -2.77491  0.084
H: 5.65809 -0.85699 -0.96358  0.091
H: 5.22773 -2.46073 -1.83036  0.107
H: 2.86401 -0.63829 -3.59316  0.136
H: 2.16010 1.07479 -3.29811  0.113
H: 0.93582 0.19728 -5.62049  0.094
H: -1.60224 -0.51601 -6.59323  0.083
H: -3.51606 -1.72806 -4.86470  0.087
H: -2.78516 -2.24472 -2.16707  0.080
H: -0.27566 -1.51640 -1.24106  0.058
H: 0.25275 1.88399 -2.09157  0.144
H: 1.67824 3.02586 -1.64104  0.101
H: -1.97417 5.66697 0.73731  0.103
H: -1.46155 8.42602 1.31306  0.083
H: 0.86490 9.61116 0.31232  0.091
H: 2.69262 8.12303 -1.25920  0.089
H: 2.17829 5.37467 -1.88653  0.084
H: 2.55631 1.25585 1.48562  0.093
H: 1.54998 4.09447 1.40564  0.118
H: 2.91718 3.63176 0.05468  0.071
H: 3.62675 2.52242 2.90470  0.088
H: 3.43333 4.45924 2.85244  0.070
H: 4.62209 3.57251 1.65437  0.083
H: -1.51633 0.23149 0.03632  -0.010
H: -1.41507 2.33122 1.22033  0.007
H: 2.41386 -1.37352 2.97034  0.106
H: 1.23782 -1.80438 1.51975  0.021
H: 2.35438 -3.12277 2.27513  0.087
C: -1.90428 10.81341 4.31680  -0.073
C: -2.83099 9.66667 3.94573  -0.482
C: -3.50359 9.07763 5.17541  -0.063
O: -2.08273 8.65002 3.28410  -0.101
H: -1.10497 10.47125 4.98374  0.070
H: -1.41780 11.21953 3.42351  0.079
H: -2.45299 11.61939 4.81397  0.081
H: -3.59337 10.02185 3.24382  0.141
H: -2.76107 8.67389 5.87276  0.082
H: -4.15807 8.24538 4.89450  0.080
H: -4.10036 9.83153 5.69825  0.081
H: -1.40337 8.32867 3.89995  0.089
C: 2.92294 10.35148 3.59810  -0.059
C: 1.85015 9.62652 4.39498  -0.483
C: 2.19092 8.15554 4.57275  -0.059
O: 0.60041 9.74354 3.71994  -0.099
H: 3.02144 9.92388 2.59399  0.078
H: 2.65846 11.40626 3.46745  0.082
H: 3.89413 10.29329 4.09937  0.082
H: 1.73799 10.09956 5.37666  0.142
H: 2.26342 7.65007 3.60327  0.080
H: 1.40408 7.64379 5.13745  0.080
H: 3.14010 8.03151 5.10335  0.082
H: 0.69059 9.32610 2.84720  0.069
C: -6.46753 -12.40380 -2.00856  -0.067
C: -7.62691 -11.42497 -2.10458  -0.505
C: -7.64012 -10.71162 -3.44714  -0.068
O: -7.51985 -10.46215 -1.05924  -0.063
H: -5.50726 -11.88435 -2.10255  0.079
H: -6.46335 -12.90081 -1.03257  0.079
H: -6.52967 -13.16731 -2.79026  0.078
H: -8.57257 -11.95935 -1.96243  0.138
H: -6.72151 -10.13215 -3.59214  0.082
H: -8.47254 -10.00138 -3.49732  0.080
H: -7.73754 -11.42437 -4.27197  0.078
H: -6.68303 -9.98276 -1.17746  0.076
C: 5.35930 4.80156 -4.35196  -0.064
C: 5.97777 5.62130 -3.23080  -0.499
C: 7.18307 4.91660 -2.62900  -0.062
O: 5.00348 5.84188 -2.21428  -0.075
H: 5.00875 3.83186 -3.98104  0.073
H: 4.48567 5.31515 -4.76739  0.081
H: 6.07948 4.62781 -5.15758  0.082
H: 6.27870 6.60214 -3.61477  0.141
H: 6.89723 3.95105 -2.19696  0.079
H: 7.61046 5.51239 -1.81522  0.082
H: 7.95798 4.74641 -3.38293  0.082
H: 4.73047 4.97628 -1.86747  0.074
C: -4.65612 -5.98726 0.92357  -0.068
C: -3.87091 -4.68677 0.86299  -0.496
C: -4.19341 -3.78909 2.04692  -0.062
O: -4.18339 -4.00243 -0.34748  -0.068
H: -5.73461 -5.79566 0.89337  0.093
H: -4.42326 -6.61800 0.05898  0.059
H: -4.42589 -6.54530 1.83651  0.047
H: -2.79754 -4.90518 0.84836  0.133
H: -5.25542 -3.51951 2.05655  0.082
H: -3.63036 -2.85162 1.98360  0.078
H: -3.94918 -4.28117 2.99353  0.081
H: -5.13461 -3.80438 -0.34319  0.094